Density functional theory data (wB97M-V/def2-TZVPD) for a molecular structure, C38H55BHfN10O2S5 at a distorted geometry.

Each line ends with the Löwdin charge.
Positions of all 112 atoms, in Å:
Hf1 -1.85941 2.67468 2.63108  0.850
C1 -3.98551 -1.49770 0.28226  -0.037
C2 -2.51902 -1.69508 -0.05607  -0.211
C3 -2.00029 -2.85737 -0.57632  0.106
C4 -0.60989 -3.00494 -0.80980  -0.167
N1 0.18158 -1.99453 -0.63774  0.197
N2 -0.36303 -0.84070 -0.23519  0.030
B1 0.79618 0.14789 -0.03658  -0.843
N3 2.08277 -0.28201 -0.78481  -0.014
N4 2.41418 -0.47750 -2.00525  0.220
C5 3.50615 -1.23824 -2.20944  -0.186
C6 4.18307 -1.81926 -1.11095  0.103
C7 3.82205 -1.54171 0.24686  -0.179
C8 4.63913 -1.94935 1.49231  -0.006
C9 2.68409 -0.75983 0.32813  -0.480
S1 1.70758 -0.16386 1.63652  1.046
C10 4.07646 -1.36366 -3.59763  -0.510
C11 5.21255 -0.30118 -3.72830  -0.010
C12 3.02771 -1.16340 -4.70213  -0.043
C13 4.63234 -2.82980 -3.72911  -0.036
N5 0.58583 1.57817 -0.64001  -0.002
N6 0.32926 1.37201 -1.95090  0.185
C14 0.04954 2.33405 -2.74355  -0.233
C15 -0.00797 3.65819 -2.22190  0.080
C16 0.23002 3.86941 -0.92420  -0.222
C17 0.31477 5.24357 -0.31017  -0.049
C18 0.50973 2.72538 -0.06140  -0.632
S2 0.67643 2.96410 1.62704  0.628
C19 -0.18161 2.04811 -4.17266  -0.488
C20 -0.48270 0.47619 -4.35498  -0.020
C21 1.12194 2.50791 -4.86373  -0.012
C22 -1.41115 2.78520 -4.69615  -0.049
C23 -1.63141 -0.60195 0.05921  -0.485
S3 -2.27329 1.06542 0.38856  0.642
C24 0.01615 -4.29970 -1.37367  -0.508
C25 1.23699 -4.68669 -0.47982  -0.031
C26 0.46206 -3.99329 -2.80430  -0.030
C27 -0.96330 -5.50958 -1.23769  -0.052
H1 -4.51201 -2.41028 0.16802  0.079
H2 -4.10205 -1.22778 1.29644  0.058
H3 -4.37842 -0.66948 -0.32080  0.080
H4 -2.65543 -3.69289 -0.79692  0.121
H5 5.01209 -2.53500 -1.29582  0.138
H6 3.97862 -1.92282 2.36021  0.066
H7 5.14848 -2.92194 1.41945  0.092
H8 5.46082 -1.16714 1.54434  0.120
H9 4.81345 0.67587 -3.59041  0.073
H10 5.98873 -0.50015 -3.00347  0.084
H11 5.65733 -0.29862 -4.71591  0.093
H12 2.52134 -0.18449 -4.72327  0.069
H13 3.55551 -1.22616 -5.63499  0.084
H14 2.35380 -1.97157 -4.74925  0.064
H15 5.57626 -2.98002 -3.23045  0.069
H16 3.87331 -3.53711 -3.33870  0.089
H17 4.75579 -3.08678 -4.82278  0.112
H18 -0.17695 4.53190 -2.83655  0.138
H19 -0.02984 5.95533 -1.01517  0.077
H20 -0.22431 5.14933 0.58215  0.005
H21 1.38887 5.43135 0.00881  0.125
H22 0.38417 -0.12745 -4.10347  0.040
H23 -1.30751 0.11390 -3.74846  0.074
H24 -0.75711 0.24175 -5.38013  0.083
H25 1.99780 2.23577 -4.29966  0.076
H26 1.19695 2.08572 -5.84638  0.089
H27 1.12074 3.58443 -4.95791  0.085
H28 -2.29974 2.68083 -4.03577  0.099
H29 -1.21846 3.82458 -4.86051  0.067
H30 -1.91439 2.42956 -5.62525  0.104
H31 1.78721 -3.76715 -0.22912  0.063
H32 0.92810 -5.27302 0.41630  0.093
H33 1.86856 -5.42101 -1.02931  0.100
H34 1.16429 -3.15198 -2.76768  0.063
H35 0.88702 -4.90895 -3.19319  0.087
H36 -0.39948 -3.71931 -3.45911  0.107
H37 -1.08787 -5.72159 -0.17879  0.078
H38 -2.01133 -5.40251 -1.65352  0.095
H39 -0.54490 -6.44464 -1.66038  0.101
C28 -3.79653 1.48482 5.73527  -0.102
C29 -3.13960 2.64006 4.97024  -0.693
S4 -4.03591 3.02191 3.37368  0.615
C30 -1.98856 3.22532 5.31860  -0.703
C31 -1.30781 2.89317 6.66542  -0.080
S5 -0.98106 4.25935 4.18052  0.584
H40 -3.13805 0.61621 5.68613  0.064
H41 -4.75755 1.27358 5.33062  0.049
H42 -3.93592 1.68135 6.83321  0.103
H43 -0.48043 2.24672 6.59218  0.041
H44 -1.96853 2.35042 7.37015  0.082
H45 -0.95302 3.86931 7.11992  0.109
N7 -4.68713 3.74394 0.56109  0.177
C32 -3.51869 4.46975 0.48289  -0.574
N8 -3.53683 5.66057 -0.11297  0.223
O1 -2.43611 4.00506 0.97335  -0.251
H46 -5.51795 4.06616 0.15100  0.109
H47 -4.59066 2.76614 0.71056  0.045
H48 -4.48423 5.96459 -0.17591  0.118
H49 -2.87291 6.30846 0.31280  0.147
N9 -1.68448 -3.81272 5.39105  0.174
C33 -1.76572 -2.96495 4.30808  -0.522
O2 -2.21468 -3.30433 3.27446  0.117
C34 -1.03871 -1.64111 4.39913  -0.110
C35 0.19684 -1.48981 5.08121  0.032
C36 0.76090 -0.23683 5.04995  -0.034
C37 0.16527 0.80556 4.29695  -0.211
N10 -1.00932 0.64258 3.71980  -0.034
C38 -1.63345 -0.58045 3.80237  -0.063
H50 -2.35470 -4.58711 5.36199  0.129
H51 -1.73278 -3.34792 6.28364  0.104
H52 0.59854 -2.33007 5.65291  0.135
H53 1.71646 -0.08243 5.51038  0.118
H54 0.69757 1.76092 4.17620  0.084
H55 -2.58374 -0.62767 3.28308  0.124

Charge: +2
HOMO-LUMO gap: 7.929 eV
E_LUMO: -4.98 eV
Maximum force: 3.331 eV/A
Total energy: -115447.761 eV
Energy relative to the best compared isomer or geometry (same formula, charge and spin): 184.34 kJ/mol



Density functional theory data (wB97M-V/def2-TZVPD) for a molecular structure, C38H55OP2PdSi.

Each line ends with the Löwdin charge.
Positions of all 98 atoms, in Å:
Pd1 0.24301 -0.38981 -0.42109  0.407
C1 -0.58318 2.01076 2.57656  -0.162
Si1 -1.03638 0.65260 1.36597  0.633
C2 -1.34547 -0.88590 2.42045  -0.288
C3 -2.35261 -0.85762 3.39027  -0.090
C4 -2.55426 -1.90566 4.27237  -0.054
C5 -1.70871 -3.00301 4.23088  -0.053
C6 -0.67817 -3.04052 3.30707  -0.104
C7 -0.49087 -2.01094 2.38368  -0.344
P1 0.92736 -2.00188 1.20776  1.042
C8 2.46246 -1.56102 2.14448  -0.413
C9 2.47305 -0.11736 2.67507  -0.203
C10 1.92914 0.03630 4.09366  -0.206
C11 2.65897 -0.88988 5.05588  -0.190
C12 2.44147 -2.33293 4.62587  -0.191
C13 2.95447 -2.57113 3.20638  -0.180
C14 1.40116 -3.68039 0.50208  -0.386
C15 1.52434 -3.59688 -1.04953  -0.213
C16 1.08448 -4.88127 -1.74584  -0.197
C17 -0.36721 -5.24477 -1.40918  -0.178
C18 -0.69819 -4.99368 0.07661  -0.179
C19 0.58393 -4.91893 0.89355  -0.199
C20 -2.46566 1.21653 0.26316  -0.289
C21 -3.78746 1.13575 0.69985  -0.083
C22 -4.86255 1.32462 -0.16024  -0.061
C23 -4.62600 1.59413 -1.49628  -0.054
C24 -3.31922 1.71039 -1.95244  -0.082
C25 -2.23873 1.54561 -1.09443  -0.362
P2 -0.54576 1.52032 -1.80982  1.054
C26 -0.54315 2.12894 -3.54604  -0.429
C27 -1.31858 3.43245 -3.89052  -0.192
C28 -2.33751 3.25696 -5.01930  -0.196
C29 -1.73755 2.63455 -6.28781  -0.181
C30 -0.62477 1.62417 -5.97260  -0.189
C31 -0.78940 1.01941 -4.58094  -0.218
C32 0.51032 2.71341 -0.86397  -0.449
C33 1.88334 2.06916 -0.61593  -0.243
C34 2.70865 2.87023 0.38095  -0.195
C35 2.88839 4.30374 -0.11925  -0.191
C36 1.54530 4.95548 -0.43428  -0.187
C37 0.73030 4.12449 -1.42743  -0.194
H1 -1.48674 2.21302 3.16299  0.048
H2 -0.28454 2.95230 2.11886  0.022
H3 0.19411 1.70194 3.27373  0.008
H4 -2.99469 0.01210 3.47517  0.094
H5 -3.35375 -1.85854 5.00009  0.114
H6 -1.83578 -3.82034 4.92843  0.115
H7 0.00270 -3.87626 3.33989  0.088
H8 3.18004 -1.59720 1.31427  0.112
H9 1.93310 0.53668 1.98377  0.053
H10 3.51158 0.22998 2.66894  0.126
H11 0.85942 -0.19867 4.11948  0.100
H12 2.03478 1.07824 4.40501  0.115
H13 2.31435 -0.73532 6.07912  0.116
H14 3.73023 -0.65871 5.04294  0.120
H15 1.37551 -2.55797 4.69514  0.090
H16 2.95124 -3.02289 5.30097  0.118
H17 2.73938 -3.59678 2.89789  0.098
H18 4.04667 -2.49416 3.23096  0.124
H19 2.40983 -3.80268 0.90000  0.092
H20 2.55602 -3.35699 -1.31439  0.114
H21 0.92728 -2.77002 -1.44212  0.043
H22 1.75217 -5.69872 -1.46479  0.113
H23 1.20158 -4.76072 -2.82390  0.115
H24 -0.52998 -6.29650 -1.64945  0.111
H25 -1.05123 -4.68079 -2.04733  0.101
H26 -1.35687 -5.77464 0.45699  0.116
H27 -1.24782 -4.05636 0.20335  0.083
H28 1.19925 -5.79586 0.67634  0.124
H29 0.38899 -4.96705 1.95920  0.080
H30 -3.99910 0.90008 1.73609  0.091
H31 -5.87512 1.24644 0.21267  0.112
H32 -5.45055 1.71408 -2.18668  0.113
H33 -3.14966 1.91610 -2.99754  0.066
H34 0.52765 2.35614 -3.62587  0.102
H35 -0.58449 4.17621 -4.20978  0.119
H36 -1.80985 3.85089 -3.01045  0.098
H37 -2.77167 4.23176 -5.24610  0.118
H38 -3.17311 2.64235 -4.68283  0.090
H39 -1.34999 3.41198 -6.94804  0.110
H40 -2.53608 2.13673 -6.84078  0.111
H41 0.35046 2.12111 -6.00204  0.116
H42 -0.59091 0.84426 -6.73363  0.112
H43 -0.06772 0.21477 -4.42519  0.106
H44 -1.78290 0.57349 -4.46658  0.115
H45 -0.00729 2.84381 0.08771  0.068
H46 2.41534 2.00679 -1.57374  0.125
H47 1.81427 0.99155 -0.30474  0.034
H48 3.67889 2.39414 0.53587  0.116
H49 2.19835 2.87818 1.35027  0.107
H50 3.50641 4.29207 -1.02313  0.119
H51 3.43091 4.89157 0.62272  0.115
H52 1.69174 5.96203 -0.82896  0.116
H53 0.96979 5.06470 0.49195  0.118
H54 1.27551 4.06342 -2.37529  0.116
H55 -0.22128 4.61528 -1.63392  0.108
O1 -2.26510 -2.14292 -1.23201  0.167
C38 -1.33007 -1.54054 -1.05714  -0.153

Charge: +1
HOMO-LUMO gap (spin up / spin down): 6.899 / 7.224 eV
E_LUMO (spin up / spin down): -2.07 / -4.01 eV
Maximum force: 0.819 eV/A
Total energy: -72277.261 eV
Multiplicity: 3
Energy relative to the best compared isomer or geometry (same formula, charge and spin): 38.18 kJ/mol